Density functional theory data (the ωB97M-V functional and the def2-TZVPD basis) for a cluster of 2 separate species, C12H22NO6 in total.

Calculated values
total charge: -1
LUMO energy: 2.6 eV
energy relative to the best compared isomer or geometry (same formula, charge and spin): 0.0 kcal per mole
orbital gap: 6.99 eV
strongest force on any atom: 0.8 eV Å⁻¹
HOMO level: -4.4 eV

Last columns: bonded neighbours and bond lengths (Å).
Element x y z (Å)
1 C 0.2901 -1.7521 0.9421  C2 1.524, H16 1.093, H17 1.093, H18 1.091
2 C 1.1043 -2.5116 -0.0980  C1 1.524, O3 1.409, H19 1.100, H20 1.096
3 O 1.3409 -1.7095 -1.2320  C2 1.409, C4 1.410
4 C 0.4812 -1.9747 -2.3171  O3 1.410, C5 1.526, H21 1.099, H22 1.100
5 C 0.2885 -0.7392 -3.1909  C4 1.526, O6 1.427, C13 1.560, H23 1.092
6 O 1.4745 0.0532 -3.1573  C5 1.427, C7 1.376
7 C 1.8049 0.7249 -4.3125  O6 1.376, O8 1.209, N9 1.347
8 O 2.0675 0.1788 -5.3583  C7 1.209
9 N 1.6814 2.0408 -4.0534  C7 1.347, C10 1.280
10 C 1.2515 2.6437 -3.0087  N9 1.280, C11 1.498, C12 1.493
11 C 2.1483 2.8369 -1.8240  C10 1.498, H24 1.093, H25 1.089, H26 1.092
12 C -0.1235 3.2247 -2.9950  C10 1.493, H27 1.091, H28 1.088, H29 1.098
13 C -0.8953 0.1598 -2.7163  C5 1.560, O14 1.250, O15 1.253
14 O -0.8376 0.5630 -1.5349  C13 1.250
15 O -1.7509 0.4124 -3.5957  C13 1.253
16 H -0.4721 -1.1684 0.4199  C1 1.093
17 H -0.1819 -2.4353 1.6524  C1 1.093
18 H 0.9209 -1.0639 1.5074  C1 1.091
19 H 0.5730 -3.4325 -0.3790  C2 1.100
20 H 2.0715 -2.8316 0.3064  C2 1.096
21 H -0.5206 -2.2472 -1.9554  C4 1.099
22 H 0.8619 -2.8281 -2.8980  C4 1.100
23 H 0.0683 -1.0628 -4.2104  C5 1.092
24 H 2.3877 1.8455 -1.4313  C11 1.093
25 H 1.6959 3.4566 -1.0506  C11 1.089
26 H 3.0757 3.3056 -2.1599  C11 1.092
27 H -0.8158 2.5581 -3.5120  C12 1.091
28 H -0.4635 3.4447 -1.9853  C12 1.088
29 H -0.0838 4.1656 -3.5595  C12 1.098
30 C -0.7453 0.4877 4.9309  C31 1.521, H34 1.095, H35 1.090, H36 1.091
31 C -1.5624 -0.6181 4.2815  C30 1.521, C32 1.521, O33 1.424, H37 1.091
32 C -2.8552 -0.8833 5.0381  C31 1.521, H38 1.095, H39 1.090, H40 1.091
33 O -0.7918 -1.8098 4.1629  C31 1.424, H41 0.964
34 H -0.4655 0.2005 5.9496  C30 1.095
35 H 0.1685 0.6637 4.3643  C30 1.090
36 H -1.3093 1.4201 4.9816  C30 1.091
37 H -1.7935 -0.3391 3.2524  C31 1.091
38 H -2.6338 -1.2082 6.0597  C32 1.095
39 H -3.4263 -1.6717 4.5484  C32 1.090
40 H -3.4740 0.0135 5.0917  C32 1.091
41 H -0.5544 -2.1129 5.0462  O33 0.964